No. 1
ORCA calculation (the ωB97M-V functional and the def2-TZVPD basis) on a molecular structure, C37H58GeN3O6RuS2Se2Si at a distorted geometry.

Positions of all 111 atoms, in Å:
Ru 0.78654 -0.03571 0.51558
C 0.50026 -0.41063 2.65865
Si -1.22164 -0.90763 2.92196
C -2.12305 0.06174 1.56937
N -1.43358 -0.06207 0.25188
C -1.81842 -1.36009 -0.39752
C -2.84942 -1.21026 -1.51445
C -3.96878 -0.25679 -1.11509
C -3.37271 1.13815 -0.84400
C -1.85592 1.06661 -0.61439
C -1.97266 -0.28805 4.56790
C -2.15615 1.07926 4.79943
C -2.63678 1.55613 6.01071
C -2.93582 0.67118 7.03803
C -2.74643 -0.68875 6.84037
C -2.27376 -1.15640 5.62049
C -1.53963 -2.76517 2.93646
C -2.82628 -3.29529 2.82423
C -3.05929 -4.65936 2.92958
C -1.99667 -5.52497 3.15357
C -0.71022 -5.01903 3.26534
C -0.48584 -3.65334 3.15527
H 1.27830 -1.10339 2.98470
H 0.67118 0.54021 3.17877
H -2.04380 1.10906 1.88279
H -3.19102 -0.15930 1.45552
H -2.20462 -2.01526 0.38346
H -0.92835 -1.83064 -0.78831
H -3.24072 -2.20412 -1.74980
H -2.34547 -0.83070 -2.40638
H -4.47211 -0.63723 -0.21995
H -4.72572 -0.20246 -1.90254
H -3.87949 1.61299 0.00055
H -3.52407 1.78211 -1.71482
H -1.49697 1.98973 -0.15327
H -1.35315 0.94310 -1.57055
H -1.89567 1.79647 4.02813
H -2.76863 2.62228 6.15620
H -3.30919 1.03990 7.98660
H -2.96301 -1.38789 7.64057
H -2.13036 -2.22292 5.48397
H -3.66670 -2.62796 2.65233
H -4.06662 -5.04900 2.83078
H -2.17055 -6.59224 3.23054
H 0.12732 -5.68862 3.41795
H 0.52701 -3.27322 3.21988
O 4.37394 4.52564 0.66215
C 2.98619 4.74924 0.52828
C 2.30519 5.21352 1.83419
C 2.68692 6.68768 2.03463
O 2.30451 7.25531 3.28646
C 0.79540 5.04718 1.64164
Se 0.13061 3.26579 2.22796
C 2.74410 4.42080 3.05672
Se 2.33472 2.56786 2.75000
H 4.49639 3.56056 0.55196
H 2.49706 3.83851 0.17824
H 2.81464 5.53036 -0.22534
H 2.25026 7.27780 1.21752
H 3.77306 6.76909 1.97000
H 1.48562 6.83466 3.56710
H 0.52945 5.14444 0.58804
H 0.23406 5.80429 2.19469
H 2.22531 4.74942 3.95741
H 3.81825 4.52224 3.21665
C 2.79092 -1.10128 -6.57614
C 2.77312 -1.27524 -5.06023
C 1.42177 -1.74937 -4.53564
C 1.36122 -1.76984 -3.01239
Ge 1.08031 0.01130 -2.12197
C 1.53431 1.63723 -3.21924
C 0.86821 1.79863 -4.57662
C 1.18784 3.14046 -5.23271
C 0.52359 3.30207 -6.59754
H 3.76084 -0.74869 -6.93654
H 2.03305 -0.38007 -6.89321
H 2.56966 -2.04867 -7.07715
H 3.02866 -0.33165 -4.57012
H 3.53927 -2.00011 -4.76847
H 1.21726 -2.75182 -4.94118
H 0.62811 -1.09071 -4.90983
H 2.27184 -2.21151 -2.59697
H 0.50361 -2.35612 -2.67545
H -0.45393 -0.04408 -2.97284
H 2.62456 1.64747 -3.31580
H 1.27461 2.48810 -2.58201
H -0.21481 1.69208 -4.45489
H 1.18570 0.99692 -5.25094
H 2.27279 3.23724 -5.34276
H 0.86664 3.94919 -4.56796
H 0.85215 2.51546 -7.28179
H 0.76051 4.26585 -7.05676
H -0.56339 3.22876 -6.51014
C -2.35752 -5.30915 -0.69740
C -0.92810 -5.22881 -0.23888
C -0.18759 -6.36424 0.06408
C 1.11630 -6.12888 0.48279
N 1.64957 -4.93097 0.58785
C 0.86255 -3.86857 0.25360
S 1.67316 -2.35052 0.31020
N -0.41671 -4.01168 -0.14886
H -2.68888 -6.34352 -0.80083
H -2.46474 -4.79725 -1.65480
H -2.99861 -4.80005 0.02410
H -0.59801 -7.36166 -0.01872
H 1.76501 -6.96152 0.75311
O 3.21994 0.09753 -1.43593
S 3.15856 0.97262 -0.23733
O 1.90984 1.82830 -0.31290
O 2.89583 0.09868 0.95410
O 4.37395 1.75337 -0.08566

Computed properties:
Multiplicity: 2
DFT total energy (Ha): -10120.9759
LUMO level (spin up / spin down) (eV): 3.8 / 3.8
HOMO level (spin up / spin down) (eV): -1.1 / -1.2
ΔE to the lowest compared entry with this formula, charge and spin (kcal/mol): 39.0
Charge: -2

Atom charges from the Mulliken analysis, given in e for atoms 1 to 6: Ru 0.703; C -0.746; Si -1.107; C -0.832; N 1.996; C 1.802


No. 2
ORCA calculation (the ωB97M-V functional and the def2-TZVPD basis) on a molecular structure, C37H58N3P2SSn.

Positions of all 102 atoms, in Å:
Sn -0.37001 0.26797 -0.19111
C -0.43475 1.99152 4.79337
C 0.98499 1.66970 4.30680
C 1.71017 0.80459 5.34394
P 0.96267 0.96215 2.61051
C 0.49061 -0.81866 2.67125
C 1.59210 -1.74129 3.20584
C -0.87112 -1.09571 3.31329
C 2.58132 1.04293 1.87255
C 3.61685 1.68361 2.57385
C 4.87556 1.86704 2.04013
C 5.98054 2.54242 2.80733
C 5.07083 1.40022 0.73716
C 4.06911 0.78366 0.02312
C 2.78041 0.56875 0.55941
N 1.77235 -0.00481 -0.19806
C 2.14492 -0.74280 -1.34994
C 3.05246 -1.80037 -1.25853
C 3.42145 -2.52650 -2.37218
C 2.90267 -2.23149 -3.63325
C 3.30509 -3.01166 -4.85964
C 1.98718 -1.19514 -3.72138
C 1.58426 -0.45313 -2.60577
P 0.36103 0.89359 -2.74586
C 1.09581 2.09666 -3.93909
C 2.52873 2.43755 -3.52428
C 0.22471 3.35374 -4.01515
C -1.12213 0.13628 -3.58034
C -2.39743 0.89255 -3.17776
C -1.06200 0.01651 -5.10352
H -0.36342 2.50468 5.75402
H -1.02066 1.08738 4.94629
H -0.98337 2.63785 4.11247
H 1.52601 2.61047 4.20150
H 1.12856 -0.08357 5.58726
H 1.81701 1.38217 6.26404
H 2.70396 0.49078 5.02540
H 0.41038 -1.08623 1.61330
H 1.66295 -1.72053 4.29089
H 2.56908 -1.49681 2.78769
H 1.34876 -2.76359 2.90784
H -0.81538 -1.05384 4.40183
H -1.18906 -2.09808 3.02525
H -1.64490 -0.40366 2.97523
H 3.42511 2.05525 3.57278
H 5.62494 2.90825 3.77010
H 6.38271 3.39113 2.25244
H 6.80723 1.85431 2.99543
H 6.03663 1.54020 0.26210
H 4.26913 0.47091 -0.99328
H 3.46964 -2.04524 -0.28845
H 4.12657 -3.34340 -2.26362
H 3.98876 -3.82145 -4.60617
H 3.80163 -2.36851 -5.58926
H 2.43187 -3.44811 -5.34707
H 1.58837 -0.94962 -4.69900
H 1.10919 1.60182 -4.91308
H 2.55909 2.86811 -2.51894
H 2.94417 3.17389 -4.21591
H 3.17412 1.55869 -3.53646
H 0.12229 3.81522 -3.02917
H -0.77550 3.14108 -4.39492
H 0.68263 4.08643 -4.68309
H -1.16727 -0.86685 -3.14586
H -2.43681 1.88007 -3.64172
H -2.48238 1.02484 -2.09896
H -3.27726 0.33687 -3.50766
H -1.02502 0.99892 -5.57986
H -1.96927 -0.47974 -5.45463
H -0.21669 -0.57049 -5.45634
C -4.85264 -6.26957 1.75176
C -3.86370 -5.99763 0.66611
C -3.65439 -6.79370 -0.41307
C -2.71474 -6.36180 -1.37802
N -2.02141 -5.24656 -1.25840
C -2.18194 -4.46857 -0.16111
S -1.31016 -3.06519 0.12681
N -3.13329 -4.86281 0.75871
C -2.45891 -7.18720 -2.59990
H -5.39112 -7.19152 1.55314
H -5.57355 -5.45261 1.82076
H -4.35203 -6.35892 2.71759
H -4.20383 -7.71599 -0.53366
H -3.25211 -4.24436 1.54795
H -3.30555 -7.82889 -2.84059
H -1.58816 -7.82334 -2.42034
H -2.22370 -6.53874 -3.44080
C 1.28311 3.40055 0.03405
C 0.13609 3.26987 1.04488
C 0.46113 4.22448 2.20323
C -1.15347 3.75068 0.36115
C -0.15175 1.79907 1.50025
H 1.32983 4.43365 -0.32121
H 1.12866 2.75662 -0.83213
H 2.25283 3.15659 0.47230
H 0.47703 5.25304 1.83519
H 1.45245 4.01723 2.61653
H -0.27841 4.17695 3.00457
H -1.03183 4.77285 -0.00746
H -2.00032 3.73684 1.05296
H -1.40529 3.11550 -0.49565
H -1.13512 1.77388 1.98112

Computed properties:
DFT total energy (Ha): -2903.9987
LUMO level (eV): -1.9
HOMO level (eV): -9.5
ΔE to the lowest compared entry with this formula, charge and spin (kcal/mol): 27.2
Charge: +1

Atom charges from the Mulliken analysis, given in e for atoms 1 to 6: Sn 0.929; C -1.592; C 1.018; C -1.837; P 0.318; C 2.765


No. 3
ORCA calculation (the ωB97M-V functional and the def2-TZVPD basis) on a molecular structure, C37H59AgN3O2S2.

Positions of all 104 atoms, in Å:
Ag -0.54029 -0.15706 -1.39226
C -1.37985 3.60726 -1.15545
N -0.33393 2.71658 -0.69260
C 0.94146 3.07814 -1.27988
C -0.27155 2.70528 0.75977
C 0.37516 1.46378 1.36290
N -0.22822 0.17554 1.04220
C -1.57168 -0.06411 1.59816
C -2.70268 0.81058 1.12274
C -3.27907 1.71287 2.00870
C -4.35978 2.50671 1.66125
C -4.88843 2.31457 0.37842
C -4.38628 1.40382 -0.53330
C -3.22724 0.63009 -0.18536
O -2.70131 -0.21258 -1.01816
C -5.04280 1.20108 -1.90040
C -6.27428 2.09069 -2.09148
C -4.05329 1.53842 -3.02567
C -5.50323 -0.25910 -2.03724
C -4.98845 3.53806 2.59480
C -4.28449 3.59340 3.95130
C -6.46431 3.19319 2.84148
C -4.89946 4.93288 1.95839
C 0.64456 -0.89015 1.50590
C 2.00410 -1.10229 0.84078
C 2.87243 -1.88107 1.59925
C 4.10630 -2.33189 1.14949
C 4.46949 -1.94523 -0.14117
C 3.66549 -1.15757 -0.95023
C 2.38935 -0.69031 -0.47571
O 1.66606 0.07019 -1.22832
C 4.11557 -0.76964 -2.36352
C 4.29910 0.75339 -2.45124
C 3.08228 -1.21873 -3.40979
C 5.45384 -1.41150 -2.74417
C 5.00013 -3.16976 2.06387
C 6.27466 -3.63294 1.35642
C 5.40925 -2.33577 3.28673
C 4.24875 -4.41825 2.54654
H -1.18571 4.65986 -0.87528
H -1.45008 3.55391 -2.24292
H -2.33893 3.30441 -0.73370
H 1.23705 4.10813 -1.00460
H 1.70882 2.37802 -0.96190
H 0.87485 3.01843 -2.36760
H 0.30672 3.57527 1.12916
H -1.28282 2.81841 1.13990
H 1.41422 1.40620 1.03144
H 0.39926 1.60459 2.46219
H -1.81309 -1.09510 1.32305
H -1.52721 -0.01653 2.70326
H -2.83620 1.79127 2.99643
H -5.74757 2.90940 0.09242
H -6.01911 3.15254 -2.04953
H -6.70897 1.89147 -3.07398
H -7.04061 1.88846 -1.33950
H -3.78942 2.59857 -2.99392
H -3.14570 0.94650 -2.92675
H -4.51013 1.33270 -3.99868
H -6.24939 -0.49232 -1.27310
H -5.95963 -0.41933 -3.01918
H -4.65819 -0.93361 -1.92227
H -4.34151 2.63418 4.46929
H -3.23169 3.86080 3.84256
H -4.76055 4.34699 4.58349
H -6.55232 2.20940 3.30626
H -6.92934 3.93218 3.50100
H -7.02690 3.17182 1.90735
H -3.85606 5.20731 1.79051
H -5.40977 4.96029 0.99465
H -5.35702 5.68513 2.60822
H 0.83268 -0.76375 2.59134
H 0.08520 -1.82440 1.40215
H 2.54234 -2.15186 2.59974
H 5.41995 -2.27873 -0.53158
H 3.36423 1.25905 -2.22531
H 5.06243 1.08486 -1.74233
H 4.62328 1.03542 -3.45769
H 2.10974 -0.77739 -3.20665
H 3.41023 -0.91694 -4.40903
H 2.97372 -2.30672 -3.41215
H 6.26417 -1.08988 -2.08581
H 5.40513 -2.50355 -2.72155
H 5.71474 -1.11226 -3.76176
H 6.88483 -2.78703 1.03566
H 6.87471 -4.24048 2.03804
H 6.04676 -4.24021 0.47715
H 5.95728 -1.44556 2.97327
H 4.53240 -2.00724 3.84631
H 6.04610 -2.91791 3.95950
H 3.95904 -5.05061 1.70454
H 4.87988 -5.00928 3.21628
H 3.33939 -4.15414 3.08635
S -0.73549 -3.16060 -1.22216
C 0.62944 -4.05415 -1.47264
N 1.81827 -3.92719 -0.87091
C 2.93018 -4.66733 -1.43714
C 2.31697 -5.92202 -2.04376
S 0.69294 -5.37445 -2.64516
H 1.98773 -3.09798 -0.30468
H 3.65900 -4.89537 -0.66031
H 3.42995 -4.06818 -2.20487
H 2.18226 -6.70418 -1.29650
H 2.91017 -6.30787 -2.86971

Computed properties:
DFT total energy (Ha): -2703.4746
LUMO level (eV): 2.2
HOMO level (eV): -4.0
Charge: -1

Atom charges from the Mulliken analysis, given in e for atoms 1 to 6: Ag 0.480; C -0.908; N 0.913; C -1.188; C -0.997; C -1.289


No. 4
ORCA calculation (the ωB97M-V functional and the def2-TZVPD basis) on 4 unconnected molecules or ions with the total composition C37H59F5I2N4O6 at a distorted geometry.

Positions of all 113 atoms, in Å:
O 7.20652 -0.02797 -7.83760
C 7.08525 -1.36393 -7.89585
I 8.57757 -2.50637 -6.70178
C 5.91255 -2.13042 -8.80831
C 5.63431 -3.59351 -8.07013
N 5.94573 -4.86708 -8.83868
C 5.73866 -6.23771 -8.20312
C 5.16335 -6.46361 -6.65158
C 5.05466 -8.01331 -6.12693
F 4.70081 -8.88392 -7.30919
F 4.00283 -8.26258 -5.11444
C 6.56012 -8.43343 -5.54098
F 6.55795 -9.77431 -4.88528
F 6.92561 -7.37536 -4.53429
F 7.60625 -8.32464 -6.62143
C 4.79596 -5.12702 -5.77277
C 4.24575 -5.22763 -4.23139
O 5.02804 -5.36754 -3.13175
O 2.77931 -5.17462 -3.97977
C 5.03095 -3.65865 -6.51366
I 4.49723 -1.87731 -5.33157
H 4.93988 -1.46168 -8.87205
H 6.40183 -2.31014 -9.86659
H 6.32204 -4.77328 -9.81306
H 6.03971 -7.16838 -8.86435
H 2.37175 -4.81990 -4.84311
C 3.51875 -1.06153 0.34149
C 4.65469 -0.62645 -0.62715
C 6.02289 -0.79743 0.08476
C 6.26162 0.25482 1.16774
C 6.08003 1.66490 0.62010
C 4.74538 1.88157 -0.14242
N 4.42900 0.77811 -1.10942
O 5.23613 0.96958 -2.24613
C 3.57283 2.03300 0.86119
C 4.81379 3.28908 -0.82847
C 4.55323 -1.67277 -1.78609
H 3.45680 -2.15445 0.41603
H 3.66426 -0.72005 1.36620
H 2.54108 -0.71070 -0.00801
H 6.83889 -0.73402 -0.64790
H 6.09510 -1.79276 0.53422
H 5.59318 0.09079 2.01918
H 7.27995 0.14561 1.55882
H 6.15916 2.37985 1.44892
H 6.92543 1.88016 -0.04680
H 2.60752 2.06052 0.33795
H 3.65400 2.96873 1.42895
H 3.53248 1.24690 1.61197
H 5.68913 3.39719 -1.47897
H 4.89081 4.08855 -0.08114
H 3.91444 3.48451 -1.42630
H 3.58092 -1.60576 -2.28855
H 4.65552 -2.69551 -1.40251
H 5.33920 -1.55476 -2.54065
C -3.23123 3.07656 1.72966
C -1.79042 2.49616 1.65817
C -1.84430 0.96821 1.92368
C -2.12922 0.63202 3.38753
C -1.14912 1.33479 4.31853
C -1.02078 2.86138 4.06807
N -0.88311 3.21454 2.61579
O 0.44192 2.93026 2.23670
C -2.24447 3.60690 4.66124
C 0.17383 3.38605 4.93644
C -1.38449 2.73635 0.16629
H -3.80144 2.83760 0.82321
H -3.82540 2.67018 2.54797
H -3.21676 4.16887 1.81751
H -0.89081 0.50290 1.63902
H -2.60955 0.50070 1.29620
H -3.15808 0.89762 3.65127
H -2.05190 -0.45216 3.53048
H -1.45142 1.14888 5.35700
H -0.16756 0.85723 4.19912
H -2.23126 4.66935 4.38307
H -2.24213 3.56488 5.75794
H -3.20235 3.18706 4.36217
H 1.10768 2.84933 4.73415
H -0.02762 3.25137 6.00643
H 0.34847 4.45631 4.76777
H -1.37311 3.80757 -0.06761
H -2.09715 2.25798 -0.51700
H -0.40231 2.31928 -0.08357
C -9.87684 2.22346 1.91614
C -8.43603 1.64306 1.84466
C -8.48991 0.11511 2.11017
C -8.77483 -0.22108 3.57402
C -7.79473 0.48170 4.50502
C -7.66639 2.00828 4.25456
N -7.52872 2.36144 2.80228
O -6.20369 2.07716 2.42319
C -8.89008 2.75380 4.84773
C -6.47178 2.53295 5.12293
C -8.03010 1.88326 0.35277
H -10.44705 1.98450 1.00970
H -10.47101 1.81709 2.73446
H -9.86237 3.31578 2.00400
H -7.53642 -0.35019 1.82551
H -9.25515 -0.35240 1.48268
H -9.80369 0.04452 3.83776
H -8.69751 -1.30526 3.71697
H -8.09703 0.29578 5.54348
H -6.81317 0.00413 4.38561
H -8.87687 3.81626 4.56956
H -8.88773 2.71179 5.94443
H -9.84796 2.33396 4.54865
H -5.53793 1.99624 4.92064
H -6.67323 2.39828 6.19292
H -6.29714 3.60322 4.95425
H -8.01872 2.95447 0.11888
H -8.74275 1.40489 -0.33051
H -7.04792 1.46618 0.10292

Computed properties:
Multiplicity: 4
DFT total energy (Ha): -3209.4663
LUMO level (spin up / spin down) (eV): -6.0 / -6.0
HOMO level (spin up / spin down) (eV): -10.0 / -10.6
Charge: +1

Atom charges from the Mulliken analysis, given in e for atoms 1 to 6: O -0.442; C 0.165; I 0.128; C -0.369; C 0.115; N -0.023